i:
C5H10NOS | the ωB97M-V functional and the def2-TZVPD basis

```
! RIJCOSX wB97M-V def2-TZVPD def2/J DEFGRID3
* xyz -1 1
C 1.437 -2.300 0.668
C 0.575 -1.060 0.910
C -0.594 -1.036 -0.078
O -1.056 -2.102 -0.493
N -1.208 0.123 -0.350
C -0.771 1.470 0.041
C -0.362 2.327 -1.138
S -0.051 4.058 -0.734
H 0.787 -3.138 0.451
H 2.140 -2.479 1.477
H 2.016 -2.097 -0.231
H 0.058 -1.092 1.877
H 1.157 -0.151 0.827
H -2.006 0.061 -0.961
H 0.058 1.393 0.736
H -1.569 1.980 0.593
H -1.082 2.253 -1.952
H 0.470 1.789 -1.643
*
```

Computed properties:
**LUMO**: 3.4 eV
**HOMO-LUMO gap**: 6.066 eV
**E_HOMO**: -2.6 eV

=====

ii:
C5H10NOS | the ωB97M-V functional and the def2-TZVPD basis

```
! RIJCOSX wB97M-V def2-TZVPD def2/J DEFGRID3
* xyz -1 1
C 0.109 -1.881 -1.633
C -0.258 -2.100 -0.142
N -0.764 -0.940 0.552
C 0.202 0.053 1.020
C 1.405 0.209 0.140
O 2.546 -0.004 0.510
C -0.494 1.420 1.061
S -1.381 1.907 -0.479
H 1.157 -2.013 -1.884
H -0.422 -2.589 -2.275
H -0.191 -0.887 -1.939
H -1.039 -2.857 -0.102
H 0.603 -2.503 0.396
H -1.546 -0.481 0.097
H 0.452 -0.258 2.033
H 1.207 0.594 -0.878
H -1.235 1.440 1.878
H 0.199 2.226 1.338
*
```

Computed properties:
**LUMO**: 3.9 eV
**HOMO-LUMO gap**: 6.649 eV
**E_HOMO**: -2.8 eV

=====

Stability verdict: i, ahead by 0.0392 hartree

=====

i:
C8H16O | the ωB97M-V functional and the def2-TZVPD basis

```
! RIJCOSX wB97M-V def2-TZVPD def2/J DEFGRID3
* xyz 0 1
C 0.514 0.607 0.521
C -1.611 -0.058 -0.621
C 0.542 -0.508 -0.274
C 0.265 0.565 1.984
C -2.058 -1.467 -0.905
C -2.482 0.686 0.358
C 2.890 -0.345 0.021
C 3.449 -0.056 -1.147
O 0.725 1.835 0.062
H 1.169 1.794 -0.798
H -1.411 0.525 -1.520
H 0.429 -1.478 0.177
H 0.767 -0.459 -1.328
H 3.527 -0.576 0.880
H -0.386 1.388 2.281
H 1.227 0.695 2.485
H -0.171 -0.383 2.287
H -3.082 -1.489 -1.308
H -2.071 -2.072 0.008
H -1.416 -1.972 -1.630
H -2.539 0.172 1.323
H -3.515 0.759 -0.015
H -2.135 1.706 0.535
H 4.526 -0.031 -1.336
H 2.849 0.163 -2.039
*
```

Computed properties:
**LUMO (alpha / beta)**: 0.8 / 0.6 eV
**HOMO-LUMO gap (alpha / beta)**: 7.421 / 6.662 eV
**E_HOMO (alpha / beta)**: -6.6 / -6.1 eV

=====

ii:
C8H16O | the ωB97M-V functional and the def2-TZVPD basis

```
! RIJCOSX wB97M-V def2-TZVPD def2/J DEFGRID3
* xyz 0 1
C 1.304 -0.234 -0.628
C -0.696 0.176 0.046
C -0.652 -0.964 0.793
C -1.396 -1.028 -0.512
C 2.178 0.548 0.321
C 1.301 0.290 -2.045
C -0.990 1.623 0.162
C -2.095 -0.544 2.171
O 1.685 -1.582 -0.547
H 1.719 -2.015 -1.406
H 0.048 -1.575 1.336
H -0.965 -1.515 -1.381
H -2.478 -1.091 -0.480
H 3.236 0.465 0.038
H 2.292 0.173 -2.505
H 2.078 0.167 1.338
H 1.919 1.605 0.308
H 0.593 -0.262 -2.668
H 1.049 1.349 -2.077
H -0.672 2.148 -0.740
H -2.063 1.777 0.271
H -0.483 2.057 1.023
H -2.964 -0.040 1.762
H -2.344 -1.559 2.468
H -1.603 0.030 2.951
*
```

Computed properties:
**LUMO**: 0.8 eV
**HOMO-LUMO gap**: 8.049 eV
**E_HOMO**: -7.3 eV

=====

Stability verdict: ii, ahead by 0.0455 hartree

=====

i:
C3H11N3 | the ωB97M-V functional and the def2-TZVPD basis

```
! RIJCOSX wB97M-V def2-TZVPD def2/J DEFGRID3
* xyz 0 1
H 5.218 -0.170 0.421
N 4.228 0.068 0.514
C 3.621 0.893 -0.245
N 2.269 0.921 -0.067
H 3.961 1.591 -1.003
H 1.686 0.278 0.602
H 1.687 1.690 -0.208
C -3.795 -0.393 -1.101
C -3.262 -0.210 0.324
N -2.133 -1.165 0.553
H -3.039 -0.078 -1.782
H -3.989 -1.373 -1.337
H -4.766 0.134 -1.165
H -2.765 0.776 0.320
H -4.057 -0.285 1.033
H -1.408 -0.977 1.367
H -2.463 -2.100 0.885
*
```

Computed properties:
**LUMO**: 0.8 eV
**HOMO-LUMO gap**: 9.876 eV
**E_HOMO**: -9.0 eV

=====

ii:
C3H11N3 | the ωB97M-V functional and the def2-TZVPD basis

```
! RIJCOSX wB97M-V def2-TZVPD def2/J DEFGRID3
* xyz 0 1
N -2.797 -0.486 -0.275
C -1.398 -0.527 -0.020
C -0.641 0.608 -0.561
N 0.868 0.221 -0.647
C 1.765 0.662 0.456
N 2.639 -0.458 0.653
H -3.393 0.162 0.112
H -3.272 -1.298 0.145
H -1.054 -1.463 -0.790
H -1.186 -0.854 1.005
H -0.816 1.019 -1.502
H -0.815 1.507 0.019
H 1.200 0.428 -1.637
H 1.236 0.988 1.339
H 2.530 1.514 0.248
H 2.559 -0.871 1.598
H 2.575 -1.152 -0.143
*
```

Computed properties:
**LUMO**: 1.1 eV
**HOMO-LUMO gap**: 9.654 eV
**E_HOMO**: -8.5 eV

=====

iii:
C3H11N3 | the ωB97M-V functional and the def2-TZVPD basis

```
! RIJCOSX wB97M-V def2-TZVPD def2/J DEFGRID3
* xyz 0 1
C 0.729 1.390 1.374
C 1.245 0.130 1.677
N 0.725 -0.678 2.704
H -0.324 1.565 1.165
H 1.275 2.262 0.913
H 2.168 -0.422 1.338
H 0.055 -0.359 3.423
H 0.912 -1.662 2.611
N -1.121 -0.855 -0.799
C -1.056 0.193 -1.735
N -0.223 0.065 -2.910
H -1.400 -1.757 -1.166
H -1.654 -0.585 0.075
H -0.648 1.094 -1.206
H -2.064 0.418 -2.089
H -0.223 -0.924 -3.227
H 0.722 0.370 -2.705
*
```

Computed properties:
**LUMO**: 1.1 eV
**HOMO-LUMO gap**: 8.888 eV
**E_HOMO**: -7.8 eV

=====

Stability verdict: i, ahead by 0.0293 hartree